{
  "formula": "C63H133N7O7",
  "method": "wB97M-V/def2-TZVPD",
  "smiles": "CC1(C)CCCC(C)(C)N1O.CC1(C)CCCC(C)(C)N1O.CC1(C)CCCC(C)(C)N1O.CC1(C)CCCC(C)(C)N1O.CC1(C)CCCC(C)(C)N1O.CC1(C)CCCC(C)(C)N1O.CC1(C)CCCC(C)(C)N1O",
  "homo_ha": -0.292,
  "largest_force_ev_per_a": 2.40,
  "lumo_energy_ev": 0.4420,
  "homo_lumo_gap_ev": 8.388,
  "relative_energy_kcal_mol": 46.3,
  "energy_ev": -92242.390,
  "symbols": ["C", "C", "C", "C", "C", "C", "N", "O", "C", "C", "C", "H", "H", "H", "H", "H", "H", "H", "H", "H", "H", "H", "H", "H", "H", "H", "H", "H", "H", "H", "C", "C", "C", "C", "C", "C", "N", "O", "C", "C", "C", "H", "H", "H", "H", "H", "H", "H", "H", "H", "H", "H", "H", "H", "H", "H", "H", "H", "H", "H", "C", "C", "C", "C", "C", "C", "N", "O", "C", "C", "C", "H", "H", "H", "H", "H", "H", "H", "H", "H", "H", "H", "H", "H", "H", "H", "H", "H", "H", "H", "C", "C", "C", "C", "C", "C", "N", "O", "C", "C", "C", "H", "H", "H", "H", "H", "H", "H", "H", "H", "H", "H", "H", "H", "H", "H", "H", "H", "H", "H", "C", "C", "C", "C", "C", "C", "N", "O", "C", "C", "C", "H", "H", "H", "H", "H", "H", "H", "H", "H", "H", "H", "H", "H", "H", "H", "H", "H", "H", "H", "C", "C", "C", "C", "C", "C", "N", "O", "C", "C", "C", "H", "H", "H", "H", "H", "H", "H", "H", "H", "H", "H", "H", "H", "H", "H", "H", "H", "H", "H", "C", "C", "C", "C", "C", "C", "N", "O", "C", "C", "C", "H", "H", "H", "H", "H", "H", "H", "H", "H", "H", "H", "H", "H", "H", "H", "H", "H", "H", "H"],
  "coordinates": [[-5.905529, -0.838084, -3.093461], [-6.056306, -2.364936, -3.322352], [-4.940837, -2.871332, -4.227660], [-3.659229, -3.258023, -3.479243], [-3.904132, -4.057077, -2.193195], [-4.927937, -3.390497, -1.252241], [-6.110139, -3.117029, -2.062805], [-7.305178, -2.947356, -1.344028], [-5.269171, -4.437476, -0.202728], [-4.348141, -2.144963, -0.571348], [-7.380701, -2.618042, -4.055831], [-6.282268, -0.582271, -2.103263], [-6.339953, -0.199286, -3.860210], [-4.833161, -0.621042, -3.055833], [-5.206166, -3.788275, -4.762148], [-4.679116, -2.096263, -4.949756], [-3.149420, -2.362535, -3.092869], [-2.873064, -3.673891, -4.113709], [-2.927921, -3.994609, -1.707715], [-4.184354, -5.076456, -2.466873], [-5.810188, -4.027907, 0.651583], [-5.925264, -5.202759, -0.625299], [-4.374862, -4.965305, 0.128247], [-3.836826, -1.449138, -1.232048], [-5.160683, -1.657417, -0.027446], [-3.656919, -2.467736, 0.214004], [-7.626440, -3.679592, -4.169366], [-7.253592, -2.332497, -5.105478], [-8.247046, -2.090442, -3.661407], [-7.898159, -3.590437, -1.748916], [-1.607662, -0.192456, -4.527080], [-0.327358, 0.412313, -5.150867], [0.792124, 0.097847, -4.170423], [2.193120, 0.194691, -4.728159], [2.310560, -0.631616, -6.024805], [1.279886, -0.233426, -7.056959], [-0.045543, -0.293539, -6.403357], [-1.171559, -0.365677, -7.244430], [1.599780, 1.145465, -7.706008], [1.322389, -1.256671, -8.206947], [-0.509510, 1.949678, -5.271526], [-1.712587, 0.175585, -3.505726], [-1.505602, -1.277327, -4.410562], [-2.511387, -0.091642, -5.125995], [0.792792, 0.822660, -3.351824], [0.684243, -0.859314, -3.647586], [2.938696, -0.147150, -4.012177], [2.419883, 1.224165, -5.027803], [2.110555, -1.663716, -5.717661], [3.309831, -0.582001, -6.461335], [2.575604, 1.153564, -8.188366], [0.857062, 1.415538, -8.461613], [1.476388, 1.933807, -6.963072], [2.289379, -1.102191, -8.687196], [1.327202, -2.261824, -7.777095], [0.535873, -1.162678, -8.951997], [-0.432005, 2.243760, -6.318659], [0.327719, 2.449773, -4.780212], [-1.455856, 2.318050, -4.882321], [-1.212941, -1.296155, -7.496992], [-0.818456, 1.050368, -0.774803], [0.407780, 1.225672, 0.095201], [0.428662, 2.595527, 0.790689], [-0.498508, 2.713118, 2.012167], [-0.235085, 1.606389, 3.034247], [-0.196670, 0.217480, 2.399164], [0.540607, 0.197192, 1.152478], [0.699537, -1.112002, 0.701158], [0.515561, -0.648249, 3.458344], [-1.653962, -0.253364, 2.216060], [1.677499, 1.153614, -0.765043], [-1.679295, 1.553578, -0.327189], [-1.124710, 0.007599, -0.905327], [-0.665400, 1.377165, -1.803720], [1.425680, 2.929662, 1.093727], [0.079768, 3.420656, 0.160116], [-1.527638, 2.687581, 1.641130], [-0.338737, 3.681024, 2.490924], [-1.011491, 1.650587, 3.799395], [0.707319, 1.877420, 3.519811], [1.507601, -0.230728, 3.659814], [0.002491, -0.629239, 4.420263], [0.711118, -1.684660, 3.175529], [-1.651794, -1.222930, 1.708454], [-2.229825, -0.380825, 3.134290], [-2.229332, 0.405122, 1.561475], [2.516162, 1.592543, -0.222696], [1.483576, 1.949576, -1.492606], [1.884811, 0.156463, -1.137544], [1.494451, -1.487304, 1.107357], [-4.976344, 3.713356, 1.661077], [-5.771812, 4.737154, 2.517144], [-6.238825, 4.097053, 3.798906], [-5.096154, 3.792731, 4.777320], [-4.400307, 5.106351, 5.063908], [-3.938063, 5.961524, 3.850081], [-5.026353, 5.949638, 2.878004], [-4.761977, 6.724553, 1.738888], [-3.686842, 7.390119, 4.334752], [-2.603327, 5.418905, 3.322343], [-7.047329, 5.206292, 1.785387], [-4.386939, 4.251651, 0.911073], [-5.670001, 3.066215, 1.126628], [-4.240818, 3.135567, 2.217589], [-6.902302, 4.806250, 4.310899], [-6.881185, 3.224136, 3.656092], [-4.389495, 3.141721, 4.248997], [-5.480593, 3.189161, 5.597027], [-3.495620, 4.832320, 5.618403], [-5.018929, 5.728168, 5.715438], [-2.827762, 7.412077, 5.007221], [-3.339549, 8.005034, 3.502076], [-4.602162, 7.790441, 4.764736], [-2.654031, 4.397540, 2.940423], [-2.269078, 5.977603, 2.438574], [-1.779803, 5.530847, 4.027402], [-7.822864, 4.445871, 1.911994], [-6.932139, 5.494939, 0.745205], [-7.467697, 6.035251, 2.358250], [-4.130431, 6.256863, 1.166045], [2.643755, 5.160629, 5.123528], [4.043998, 5.131682, 4.529581], [4.994944, 4.368605, 5.506979], [6.305294, 4.008061, 4.821988], [6.005755, 3.169917, 3.602061], [5.151271, 3.855357, 2.529710], [3.981256, 4.437567, 3.222948], [3.152146, 5.123912, 2.325547], [5.998059, 4.874031, 1.757125], [4.592470, 2.762672, 1.650530], [4.542543, 6.571318, 4.331873], [1.975904, 5.659288, 4.417305], [2.612514, 5.658173, 6.090969], [2.235741, 4.151062, 5.226202], [5.227925, 5.065103, 6.315472], [4.447296, 3.511379, 5.898655], [6.907347, 3.454753, 5.547224], [6.837480, 4.941333, 4.630099], [5.395877, 2.301567, 3.886936], [6.899607, 2.667199, 3.221809], [6.602025, 4.375689, 0.991064], [5.338773, 5.595160, 1.277486], [6.785534, 5.309565, 2.372322], [4.061056, 3.150361, 0.778385], [5.432884, 2.139274, 1.312869], [3.961396, 1.973127, 2.068502], [5.593065, 6.590703, 4.035620], [4.503313, 7.147747, 5.260488], [3.966352, 7.109474, 3.580586], [2.338499, 4.611834, 2.246793], [-0.039438, -3.826103, -1.772206], [0.000319, -4.939075, -0.705258], [-0.366869, -4.284490, 0.619993], [-0.519363, -5.292029, 1.784287], [-1.486039, -6.404212, 1.390916], [-1.324188, -7.013935, -0.051253], [-0.985636, -5.964945, -0.972169], [-0.904325, -6.428149, -2.313840], [-0.284625, -8.164410, -0.025680], [-2.705277, -7.602565, -0.366408], [1.479867, -5.391425, -0.670337], [-1.033624, -3.361388, -1.816392], [-0.099699, -4.253743, -2.780475], [0.753415, -3.085431, -1.772020], [0.415376, -3.590784, 0.936689], [-1.275190, -3.674971, 0.585258], [-0.819037, -4.787355, 2.705828], [0.507993, -5.581880, 2.031856], [-2.524156, -6.196359, 1.629946], [-1.136471, -7.252238, 1.992012], [-0.023949, -8.523919, -1.018141], [0.635007, -7.925830, 0.511125], [-0.700220, -8.960865, 0.599221], [-3.517868, -6.879430, -0.393520], [-2.681080, -7.966038, -1.403596], [-2.952189, -8.509538, 0.182962], [1.555546, -6.221081, 0.034918], [2.218655, -4.686502, -0.289970], [1.751191, -5.715905, -1.675394], [-1.553756, -5.886410, -2.778012], [5.205404, 0.311094, -1.157372], [5.103301, -1.147668, -0.696593], [6.477441, -1.746743, -1.081655], [6.843686, -3.043025, -0.362405], [6.723817, -2.818959, 1.148349], [5.349974, -2.254313, 1.591795], [4.974142, -1.109896, 0.767321], [3.682447, -0.679919, 1.144784], [4.363506, -3.455313, 1.589779], [5.462047, -1.714468, 3.029988], [3.998384, -1.933178, -1.418764], [4.369566, 0.911344, -0.806243], [5.456291, 0.435624, -2.209007], [6.075787, 0.671379, -0.600757], [6.458156, -2.071838, -2.125937], [7.283621, -1.035774, -0.900628], [7.871929, -3.236154, -0.672433], [6.209549, -3.852952, -0.727411], [7.510196, -2.152652, 1.517480], [6.907720, -3.738957, 1.706395], [3.501350, -3.239683, 2.225221], [4.036066, -3.702408, 0.578426], [4.769223, -4.400149, 1.956650], [5.815533, -2.491568, 3.711442], [6.260144, -0.967415, 3.064280], [4.531348, -1.265849, 3.365050], [3.069645, -1.926208, -0.844699], [4.275836, -2.984102, -1.541155], [3.771284, -1.573285, -2.422903], [3.762794, 0.272297, 1.267411]],
  "atomic_forces_ev_per_a": [[0.89, -0.30, 0.50], [-1.20, 0.55, 0.22], [1.31, -0.90, 0.23], [0.10, 1.40, 1.07], [0.48, 0.69, -0.94], [0.00, -0.17, -0.50], [0.51, -1.37, -1.14], [0.14, 0.64, 0.18], [-0.59, -0.33, 0.20], [-0.08, -0.41, 0.77], [-0.05, -0.24, -0.96], [-0.34, 0.12, -0.16], [-0.17, -0.17, -0.06], [-0.04, 0.20, -0.06], [-0.56, 0.19, -0.10], [-0.27, -0.04, -0.17], [-0.23, 0.30, -0.32], [-0.36, -0.44, -0.18], [-0.15, -0.80, 0.43], [-0.09, -0.12, 0.46], [0.18, 0.10, 0.03], [0.04, 0.06, -0.17], [0.14, 0.29, 0.16], [-0.10, 0.03, -0.04], [0.01, 0.26, -0.21], [0.22, 0.06, -0.16], [0.14, -0.09, 0.53], [-0.03, 0.43, 0.12], [0.13, 0.08, 0.16], [0.02, -0.04, 0.17], [0.29, -0.79, -0.05], [-1.03, -0.38, 0.15], [0.92, 0.28, 1.06], [0.31, 0.07, -1.66], [-0.10, -0.20, 1.07], [-1.05, 0.66, -1.42], [0.74, -1.08, 0.99], [0.21, 0.59, -0.52], [-0.78, 0.08, 0.49], [0.50, -0.15, 0.69], [0.61, -0.04, -0.67], [-0.30, 0.33, -0.12], [0.33, 0.02, -0.12], [0.03, 0.60, 0.09], [-0.50, 0.04, -0.06], [-0.28, -0.20, -0.48], [-0.01, 0.15, 0.13], [0.08, 0.11, 0.44], [0.09, -0.14, -0.32], [0.02, 0.05, 0.03], [0.12, 0.10, 0.22], [-0.03, -0.37, -0.11], [0.65, 0.06, -0.02], [-0.05, -0.19, -0.23], [-0.16, -0.08, -0.18], [-0.02, 0.20, 0.08], [-0.34, 0.03, 0.02], [-0.17, 0.18, 0.16], [0.02, -0.08, 0.14], [-0.10, 0.08, 0.18], [-0.96, -0.44, -0.30], [1.06, -0.76, 0.58], [-0.69, 0.96, 0.77], [0.09, -0.55, -0.26], [0.08, 1.14, -0.72], [-1.02, -0.25, 1.16], [1.42, 1.09, 1.21], [-0.78, -0.48, -0.93], [0.71, -0.12, -0.14], [-0.18, -0.63, -0.58], [-0.58, 1.36, 0.34], [-0.03, 0.11, -0.25], [0.30, -0.13, 0.34], [0.00, 0.52, 0.16], [0.24, -0.60, -0.04], [0.13, -0.43, -0.67], [-0.10, 0.00, 0.21], [-0.14, 0.08, -0.08], [0.03, -0.24, 0.09], [0.14, -0.36, 0.00], [0.00, 0.13, -0.15], [-0.29, -0.05, -0.15], [-0.45, -0.04, -0.09], [0.05, -0.03, 0.06], [0.27, 0.13, 0.18], [0.12, 0.18, 0.08], [0.09, -0.60, 0.30], [0.27, -0.60, -0.75], [0.03, 0.15, -0.32], [0.27, 0.66, -0.06], [0.04, 0.82, -0.23], [-0.06, -0.23, -0.51], [-0.38, -0.17, 1.50], [-0.30, -0.08, -2.03], [0.65, -0.14, 0.96], [0.25, -0.87, 0.37], [-0.37, 0.28, 0.11], [0.22, 0.22, -0.15], [0.29, -0.11, -0.60], [0.21, -0.02, -1.13], [-0.32, -0.13, 0.71], [-0.15, -0.06, -0.19], [0.09, -0.16, 0.07], [-0.27, -0.17, 0.15], [0.04, 0.14, -0.10], [0.28, -0.12, -0.49], [0.05, -0.10, 0.18], [0.20, 0.51, 0.49], [0.02, 0.48, 0.17], [-0.05, 0.00, -0.03], [-0.34, -0.14, 0.47], [-0.43, 0.06, -0.13], [0.17, 0.22, 0.12], [-0.05, -0.14, 0.49], [-0.15, 0.25, 0.07], [-0.18, -0.20, 0.25], [0.20, -0.29, -0.51], [0.12, -0.07, -0.02], [0.29, 0.29, -0.21], [0.00, -0.10, 0.20], [-0.43, -0.28, -0.57], [0.66, 0.43, -0.14], [-0.37, 0.93, -0.87], [-0.45, -0.24, 0.69], [-0.30, -0.95, 0.20], [-0.05, 0.21, 1.08], [-0.18, -1.17, 1.12], [0.04, 0.58, -0.46], [0.20, -0.56, -0.46], [0.67, -0.99, -1.53], [0.37, 0.27, 0.34], [-0.02, 0.28, 0.25], [0.06, 0.09, -0.02], [0.22, -0.08, 0.15], [-0.29, -0.13, 0.21], [0.24, -0.19, 0.02], [0.15, -0.08, -0.20], [0.15, -0.14, -0.34], [0.01, 0.12, 0.52], [0.09, 0.55, -0.52], [-0.39, -0.16, -0.19], [0.27, 0.25, 0.05], [-0.47, 0.46, 0.28], [0.16, 0.07, -0.05], [0.10, 0.40, -0.45], [-0.36, 0.74, 0.95], [-0.06, -0.06, -0.17], [-0.20, -0.09, 0.05], [-0.06, -0.13, -0.03], [0.16, -0.16, 0.14], [-1.87, -0.65, -1.35], [1.26, 1.64, 0.33], [-0.17, 0.13, 1.68], [0.34, 0.93, -0.95], [1.84, -1.28, 0.26], [-0.06, -0.07, 1.29], [-0.91, 1.18, -0.94], [0.23, -0.36, 0.16], [-0.21, -0.06, 0.76], [0.26, -0.49, -2.01], [-0.38, -1.18, 0.40], [0.24, 0.56, 0.77], [0.89, -0.28, 0.06], [0.06, -0.03, 0.49], [0.07, 0.10, -0.40], [-0.09, -0.14, -0.52], [-0.40, 0.09, -0.16], [-0.19, -0.84, -0.16], [-0.02, 0.27, -0.13], [-0.79, -0.06, 0.37], [-0.15, -0.05, -0.05], [0.02, 0.40, -0.21], [-0.11, -0.25, -0.42], [0.09, 0.13, 0.55], [0.11, -0.01, 0.02], [0.04, 0.34, 0.57], [0.19, -0.21, -0.31], [-0.38, 0.57, -0.29], [0.22, -0.16, 0.11], [-0.08, -0.14, 0.06], [0.49, 0.08, 1.05], [0.45, -0.13, -0.95], [-0.25, -1.03, 0.21], [-0.13, 0.79, 0.50], [0.19, 0.14, 0.13], [0.22, -1.09, 0.65], [0.81, -0.02, -0.20], [-0.41, -0.21, -0.17], [-0.53, 0.20, -0.30], [0.87, -0.16, -0.26], [-0.33, -0.46, 0.23], [-0.18, 0.02, -0.55], [-0.48, -0.11, -0.13], [-0.06, 0.32, -0.10], [-0.05, 0.82, -0.23], [-0.09, 0.16, -0.15], [0.00, -0.43, 0.27], [0.02, -0.14, 0.21], [0.01, 0.27, -0.38], [-0.20, -0.09, -0.04], [-0.17, 0.06, -0.25], [-0.18, 0.22, 0.04], [0.43, 0.30, 0.26], [-0.41, -0.18, 0.03], [-0.19, 0.23, -0.12], [-0.04, -0.15, 0.11], [-0.02, 0.15, -0.06], [0.02, 0.01, 0.07], [0.17, 0.26, 0.04], [-0.02, -0.04, 0.07]],
  "lowdin_charge": [-0.017, -0.500, -0.128, -0.186, -0.135, -0.506, -0.123, -0.008, -0.035, -0.016, -0.051, 0.081, 0.083, 0.062, 0.121, 0.118, 0.080, 0.110, 0.087, 0.125, 0.086, 0.092, 0.061, 0.066, 0.091, 0.075, 0.087, 0.086, 0.082, 0.100, -0.036, -0.480, -0.159, -0.163, -0.139, -0.510, -0.109, -0.011, -0.027, -0.038, -0.008, 0.069, 0.073, 0.080, 0.080, 0.122, 0.092, 0.110, 0.121, 0.124, 0.082, 0.087, 0.056, 0.084, 0.085, 0.079, 0.069, 0.077, 0.080, 0.102, -0.019, -0.474, -0.120, -0.178, -0.135, -0.505, -0.092, -0.033, -0.025, -0.019, -0.024, 0.077, 0.087, 0.063, 0.096, 0.130, 0.092, 0.097, 0.121, 0.115, 0.080, 0.089, 0.073, 0.069, 0.085, 0.068, 0.046, 0.094, 0.078, 0.072, -0.012, -0.513, -0.161, -0.171, -0.132, -0.510, -0.108, -0.015, -0.032, -0.041, -0.033, 0.075, 0.088, 0.054, 0.125, 0.124, 0.095, 0.114, 0.119, 0.118, 0.086, 0.081, 0.089, 0.050, 0.085, 0.086, 0.081, 0.080, 0.089, 0.087, -0.040, -0.505, -0.128, -0.182, -0.144, -0.506, -0.103, -0.025, -0.012, -0.050, -0.031, 0.076, 0.088, 0.081, 0.119, 0.118, 0.114, 0.102, 0.120, 0.126, 0.086, 0.084, 0.074, 0.086, 0.083, 0.076, 0.068, 0.085, 0.083, 0.086, -0.024, -0.497, -0.138, -0.164, -0.109, -0.499, -0.091, -0.014, -0.029, -0.036, -0.010, 0.065, 0.079, 0.078, 0.098, 0.110, 0.109, 0.106, 0.109, 0.111, 0.085, 0.066, 0.080, 0.060, 0.082, 0.087, 0.058, 0.061, 0.091, 0.087, -0.026, -0.487, -0.145, -0.173, -0.133, -0.496, -0.077, -0.036, -0.021, -0.031, -0.019, 0.047, 0.093, 0.077, 0.125, 0.117, 0.112, 0.106, 0.117, 0.113, 0.077, 0.049, 0.086, 0.088, 0.080, 0.072, 0.062, 0.073, 0.071, 0.059]
}